# 1
The following is a quantum chemistry calculation of a 7-piece molecular cluster, C14H42O7 overall, from the Open Molecules 2025 dataset.

Each atom is followed by the atoms it is bonded to, with distances in Å.
Atoms and positions in Å:
1 C -1.45166 -2.59922 -4.54629  C2 1.516, H4 1.091, H5 1.089, H6 1.094
2 C -0.02940 -2.72797 -5.05419  C1 1.516, O3 1.421, H7 1.099, H8 1.092
3 O 0.79809 -3.46626 -4.16618  C2 1.421, H9 0.968
4 H -1.46409 -2.18557 -3.53736  C1 1.091
5 H -1.96640 -3.55802 -4.49979  C1 1.089
6 H -1.96247 -1.92263 -5.23797  C1 1.094
7 H 0.37304 -1.72696 -5.26108  C2 1.099
8 H 0.04165 -3.23350 -6.01975  C2 1.092
9 H 0.98614 -2.88478 -3.41502  O3 0.968
10 C 1.63854 0.58752 3.06849  C11 1.512, H13 1.093, H14 1.091, H15 1.094
11 C 2.49784 1.73090 2.57954  C10 1.512, O12 1.475, H16 1.092, H17 1.086
12 O 1.88731 2.15011 1.30388  C11 1.475, H18 0.964
13 H 1.39533 -0.15400 2.30291  C10 1.093
14 H 0.68940 0.99773 3.41738  C10 1.091
15 H 2.05197 -0.07230 3.83649  C10 1.094
16 H 3.48737 1.34579 2.32459  C11 1.092
17 H 2.49789 2.59646 3.23497  C11 1.086
18 H 2.18647 3.06318 1.22849  O12 0.964
19 C 1.78529 -3.35169 -0.03489  C20 1.529, H22 1.089, H23 1.090, H24 1.094
20 C 2.37338 -2.31687 -0.99539  C19 1.529, O21 1.422, H25 1.090, H26 1.094
21 O 1.35574 -1.77201 -1.82585  C20 1.422, H27 0.972
22 H 2.59345 -3.77791 0.55847  C19 1.089
23 H 1.18247 -4.05353 -0.61124  C19 1.090
24 H 1.04849 -2.87074 0.61606  C19 1.094
25 H 3.07280 -2.80611 -1.67330  C20 1.090
26 H 2.86706 -1.52026 -0.43101  C20 1.094
27 H 0.91163 -1.02007 -1.39971  O21 0.972
28 C -4.23992 2.30636 1.09807  C29 1.518, H31 1.088, H32 1.091, H33 1.094
29 C -3.76662 2.60291 2.50996  C28 1.518, O30 1.440, H34 1.091, H35 1.092
30 O -4.72446 2.12705 3.47380  C29 1.440, H36 0.958
31 H -4.49538 1.26169 0.93273  C28 1.088
32 H -3.48136 2.66710 0.40123  C28 1.091
33 H -5.17549 2.84504 0.91894  C28 1.094
34 H -3.62122 3.66192 2.72636  C29 1.091
35 H -2.80245 2.11480 2.66956  C29 1.092
36 H -5.33373 2.82492 3.71626  O30 0.958
37 C -1.77794 0.16934 -1.11717  C38 1.518, H40 1.096, H41 1.088, H42 1.094
38 C -0.87678 0.90630 -0.14304  C37 1.518, O39 1.432, H43 1.090, H44 1.093
39 O 0.37257 0.20634 -0.12590  C38 1.432, H45 0.972
40 H -2.12185 -0.74527 -0.62174  C37 1.096
41 H -1.29984 -0.07157 -2.06391  C37 1.088
42 H -2.71147 0.68289 -1.36468  C37 1.094
43 H -1.31156 0.90135 0.85684  C38 1.090
44 H -0.74367 1.93247 -0.49605  C38 1.093
45 H 1.04876 0.83120 0.18422  O39 0.972
46 C -1.42469 -1.34578 3.40767  C47 1.514, H49 1.094, H50 1.094, H51 1.087
47 C -2.74559 -1.02754 4.07456  C46 1.514, O48 1.427, H52 1.093, H53 1.093
48 O -3.69670 -0.67637 3.07058  C47 1.427, H54 0.964
49 H -1.54074 -2.22441 2.76619  C46 1.094
50 H -0.67661 -1.66744 4.13878  C46 1.094
51 H -1.03411 -0.55740 2.76912  C46 1.087
52 H -2.64316 -0.28393 4.86950  C47 1.093
53 H -3.18431 -1.89710 4.56949  C47 1.093
54 H -3.91265 0.26152 3.12807  O48 0.964
55 C 3.40692 1.86989 -1.82640  C56 1.524, H58 1.090, H59 1.092, H60 1.091
56 C 4.74555 2.10097 -2.51737  C55 1.524, O57 1.428, H61 1.095, H62 1.091
57 O 4.59249 2.49806 -3.88072  C56 1.428, H63 0.961
58 H 3.00736 2.82805 -1.49570  C55 1.090
59 H 3.54267 1.16112 -1.00742  C55 1.092
60 H 2.65174 1.43433 -2.48256  C55 1.091
61 H 5.40255 1.22742 -2.45674  C56 1.095
62 H 5.29494 2.91139 -2.03708  C56 1.091
63 H 4.42938 1.71114 -4.40771  O57 0.961

For the lowest unoccupied orbital energy, the calculation gives 0.27 eV. For the strongest force on any atom, the calculation gives 1.98 eV Å⁻¹. The spin multiplicity is 1. The calculation puts the HOMO energy at -9.485 eV.

Löwdin population analysis, charges in e, atoms 1 to 2:
1. C -0.09
2. C -0.33


# 2
The following is a quantum chemistry calculation of a 8-piece molecular cluster, C14H43NO11 overall, from the Open Molecules 2025 dataset.

Each atom is followed by the atoms it is bonded to, with distances in Å.
Atoms and positions in Å:
1 C -28.64476 23.86206 -59.19416  O2 1.330, H12 1.081, H13 1.161, H14 1.111
2 O -27.72832 23.67790 -60.14073  C1 1.330, C3 1.429
3 C -26.41521 24.17173 -59.86674  O2 1.429, C4 1.570, H15 1.069, H16 0.921
4 C -25.63258 24.09501 -61.22528  C3 1.570, N5 1.559, H17 1.093, H18 1.032
5 N -24.23333 24.77392 -61.11294  C4 1.559, H6 0.910, H7 1.107, C8 1.468
6 H -24.36969 25.66568 -60.99122  N5 0.910
7 H -23.86832 24.10444 -60.30980  N5 1.107
8 C -23.26141 24.75281 -62.21315  N5 1.468, C9 1.510, H19 1.035, H20 0.956
9 C -22.11253 25.71963 -62.04988  C8 1.510, O10 1.440, H21 1.283, H22 1.111
10 O -21.27155 25.63912 -63.21544  C9 1.440, C11 1.429
11 C -20.13232 26.44755 -62.91332  O10 1.429, H23 1.068, H24 1.137, H25 1.285
12 H -29.65377 23.74758 -59.56518  C1 1.081
13 H -28.69063 24.92165 -58.72099  C1 1.161
14 H -28.36288 23.24243 -58.31604  C1 1.111
15 H -25.80118 23.55558 -59.24528  C3 1.069
16 H -26.31716 25.02568 -59.53497  C3 0.921
17 H -26.28621 24.50372 -62.00028  C4 1.093
18 H -25.26645 23.16434 -61.48065  C4 1.032
19 H -23.58532 25.14622 -63.11424  C8 1.035
20 H -23.04926 23.82578 -62.31562  C8 0.956
21 H -21.52897 25.63369 -60.90998  C9 1.283
22 H -22.63065 26.70203 -62.06412  C9 1.111
23 H -19.49948 26.53420 -63.76925  C11 1.068
24 H -19.22112 26.12410 -62.31511  C11 1.137
25 H -20.37404 27.69521 -62.72113  C11 1.285
26 C -22.59024 24.03208 -58.21514  O27 1.432, O28 1.368, O29 1.288
27 O -23.14776 23.01733 -59.05713  C26 1.432
28 O -21.77060 23.75220 -57.15583  C26 1.368, H30 0.921
29 O -22.80083 25.25314 -58.56491  C26 1.288
30 H -21.66552 22.83887 -57.20436  O28 0.921
31 C -17.18377 22.54435 -56.93471  C32 1.508, H34 1.144, H35 1.092, H36 1.061
32 C -17.95977 23.02053 -58.13653  C31 1.508, O33 1.382, H37 0.994, H38 1.131
33 O -17.27965 22.61478 -59.26925  C32 1.382, H39 0.855
34 H -17.80089 22.85011 -56.02170  C31 1.144
35 H -16.27883 23.14525 -56.82014  C31 1.092
36 H -16.91058 21.52236 -56.85770  C31 1.061
37 H -18.28769 23.94494 -57.97531  C32 0.994
38 H -18.92233 22.42729 -58.11118  C32 1.131
39 H -17.75853 22.74867 -59.96424  O33 0.855
40 C -25.27916 20.22960 -59.42448  O41 1.349, H42 1.123, H43 0.937, H44 1.111
41 O -24.11750 20.68339 -59.93860  C40 1.349, H45 1.013
42 H -25.53141 21.02358 -58.67153  C40 1.123
43 H -24.93808 19.56464 -58.85957  C40 0.937
44 H -26.27817 20.05870 -59.87925  C40 1.111
45 H -23.74070 21.56028 -59.59889  O41 1.013
46 C -19.38732 26.39752 -59.20878  O47 1.406, H48 1.105, H49 1.097, H50 1.216
47 O -20.21869 26.43820 -58.07508  C46 1.406, H51 1.066
48 H -18.39813 26.64371 -58.78348  C46 1.105
49 H -19.78847 27.13116 -59.91870  C46 1.097
50 H -19.47116 25.38782 -59.88188  C46 1.216
51 H -21.18933 26.05667 -58.29734  O47 1.066
52 C -20.93208 20.80352 -60.10096  O53 1.371, H54 1.187, H55 1.135, H56 1.159
53 O -21.13808 22.10629 -60.47449  C52 1.371, H57 0.997
54 H -19.96107 20.15412 -59.88748  C52 1.187
55 H -21.21438 20.26082 -61.05643  C52 1.135
56 H -21.65867 20.28757 -59.35956  C52 1.159
57 H -21.69634 22.50516 -59.75142  O53 0.997
58 C -22.54044 26.50498 -55.22028  O59 1.537, H60 1.167, H61 1.112, H62 0.979
59 O -23.67079 26.44666 -56.26026  C58 1.537, H63 0.920
60 H -21.69910 27.26856 -55.48722  C58 1.167
61 H -22.07350 25.50742 -55.06594  C58 1.112
62 H -22.84349 26.68360 -54.30695  C58 0.979
63 H -23.24062 25.96972 -56.91915  O59 0.920
64 C -22.75952 20.61769 -56.18701  O65 1.443, H66 1.108, H67 1.196, H68 0.912
65 O -21.41985 21.06175 -56.48858  C64 1.443, H69 0.960
66 H -23.17174 21.19174 -55.33317  C64 1.108
67 H -22.62589 19.49484 -55.79726  C64 1.196
68 H -23.40189 20.81239 -56.80424  C64 0.912
69 H -21.11783 20.33878 -57.04390  O65 0.960

For the lowest unoccupied orbital energy, the calculation gives 0.19 eV. For the strongest force on any atom, the calculation gives 12.18 eV Å⁻¹. The spin multiplicity is 1. The calculation puts the HOMO energy at -9.447 eV.

Löwdin population analysis, charges in e, atoms 1 to 2:
1. C -0.17
2. O -0.14


Let's list energy relative to the best compared isomer or geometry (same formula, charge and spin) in order: 159.8; 675.0 kJ/mol.